# 1
# C2H14B2CoO2

A structure of composition C2H14B2CoO2 in a non-equilibrium geometry (ωB97M-V/def2-TZVPD, the Open Molecules 2025 dataset).

Positions of all 21 atoms, in Å:
1 B 2.232 0.124 -0.797
2 B -0.899 -1.382 -1.125
3 H -2.569 2.650 -0.884
4 H -1.059 2.778 -1.687
5 Co 0.282 0.009 -0.126
6 C -1.503 2.776 -0.692
7 H 1.508 0.067 -1.596
8 H 0.150 -2.412 1.983
9 H -0.627 -0.512 -1.702
10 H -1.303 3.800 -0.378
11 H 1.975 0.888 -0.079
12 C 0.029 -1.559 2.651
13 H 0.033 -1.777 -0.751
14 O 0.234 -0.337 1.965
15 O -0.849 1.816 0.074
16 H -1.510 -1.052 -0.299
17 H -0.926 -1.658 3.167
18 H 0.827 -1.676 3.384
19 H 3.237 0.342 -1.123
20 H -1.479 -2.070 -1.721
21 H 2.217 -0.813 -0.263

For the HOMO-LUMO gap (spin up / spin down), the calculation gives 0.232 / 0.223 hartree. The calculation puts the LUMO energy (spin up / spin down) at 0.22136 / 0.22101 hartree. As for the molar mass: 150.7 u. The total charge is -2. The spin multiplicity is 4. The largest force on an atom is 4.5 eV Å⁻¹. The value obtained for the HOMO energy (spin up / spin down) is -0.2918 / -0.0620 eV.

***

# 2
# C2H14BeF6NO11S2

A structure of composition C2H14BeF6NO11S2 in a non-equilibrium geometry (ωB97M-V/def2-TZVPD, the Open Molecules 2025 dataset).

Positions of all 37 atoms, in Å:
1 O -30.336 1.663 -7.046
2 F -30.442 -2.037 -9.016
3 C -30.100 -0.878 -9.488
4 O -27.931 0.119 -11.890
5 O -27.256 1.780 -6.312
6 O -30.531 3.105 -10.183
7 N -28.237 1.181 -9.645
8 F -26.742 2.803 -12.830
9 H -29.946 0.860 -6.669
10 F -30.264 -0.817 -10.797
11 O -25.941 3.368 -8.515
12 F -28.803 2.822 -12.265
13 H -28.488 4.884 -5.752
14 H -30.592 5.103 -7.452
15 O -27.837 4.619 -6.410
16 H -31.616 3.963 -7.512
17 O -30.720 4.203 -7.776
18 F -27.248 3.656 -10.929
19 O -28.391 -0.292 -7.526
20 H -27.625 1.166 -5.669
21 C -27.572 2.698 -11.804
22 O -28.371 5.082 -9.121
23 H -30.968 2.549 -10.840
24 H -25.313 3.984 -8.906
25 H -27.109 5.240 -6.300
26 O -27.441 -1.349 -9.439
27 H -27.529 5.542 -9.060
28 S -27.309 1.031 -10.989
29 H -31.202 1.395 -7.371
30 H -31.230 3.647 -9.805
31 H -26.322 1.555 -6.358
32 O -25.923 0.932 -10.707
33 H -28.876 5.549 -9.797
34 H -25.402 2.629 -8.215
35 Be -28.714 2.915 -8.318
36 S -28.349 -0.372 -8.960
37 F -30.901 0.118 -9.038

For the HOMO-LUMO gap, the calculation gives 0.324 hartree. The calculation puts the LUMO energy at -0.16129 hartree. As for the molar mass: 415.3 u. The total charge is +1. The largest force on an atom is 2.3 eV Å⁻¹. The value obtained for the HOMO energy is -13.2121 eV.

***

# 3
# C2H14N3O3

A cluster of 4 separate species, C2H14N3O3 in total in a non-equilibrium geometry (ωB97M-V/def2-TZVPD, the Open Molecules 2025 dataset).

Positions of all 22 atoms, in Å:
1 O -1.844 -1.431 -2.263
2 H 0.238 0.441 -1.085
3 H 0.704 -1.943 -2.120
4 H -2.737 -1.657 -2.414
5 N -0.409 1.212 -0.750
6 H -0.806 0.283 3.147
7 H 3.560 0.027 -0.562
8 H -1.632 -1.714 -3.192
9 H 0.884 -0.299 0.686
10 H 0.395 -0.592 -2.951
11 H -0.578 -1.376 2.341
12 H 0.801 -0.527 3.042
13 H -1.636 3.025 0.810
14 N 0.208 0.250 1.319
15 C -0.545 1.188 0.616
16 O 3.067 -0.591 0.085
17 O 0.749 -0.865 -2.070
18 H -1.403 2.086 2.207
19 N -1.330 2.157 1.180
20 H -0.967 1.758 -1.369
21 C -0.283 -0.375 2.615
22 H 3.562 -1.057 0.729

For the HOMO-LUMO gap, the calculation gives 0.400 hartree. The calculation puts the LUMO energy at -0.09795 hartree. As for the molar mass: 128.2 u. The total charge is +1. The largest force on an atom is 8.4 eV Å⁻¹. The value obtained for the HOMO energy is -13.5436 eV.

***

# 4
# C2H14NO3

A cluster of 4 separate species, C2H14NO3 in total in a non-equilibrium geometry (ωB97M-V/def2-TZVPD, the Open Molecules 2025 dataset).

Positions of all 20 atoms, in Å:
1 H 0.692 2.498 -1.606
2 H 0.858 -1.381 1.770
3 H -0.771 -1.018 3.975
4 C -0.782 1.299 0.135
5 H 2.152 -1.087 0.965
6 H -0.139 -2.482 3.996
7 H 0.564 -0.228 -0.383
8 H -1.726 0.755 0.178
9 H 1.892 1.706 -0.522
10 O 1.240 -1.438 0.856
11 H -0.294 0.165 -1.663
12 N 0.116 0.602 -0.819
13 H 1.612 1.130 -2.214
14 O -1.543 -0.934 -2.518
15 H -0.344 1.211 1.125
16 C 1.173 1.569 -1.322
17 H -0.953 2.320 -0.165
18 O -0.260 -1.689 3.489
19 H -1.196 -1.765 -2.208
20 H -2.291 -1.232 -3.071

For the HOMO-LUMO gap, the calculation gives 0.454 hartree. The calculation puts the LUMO energy at -0.10313 hartree. As for the molar mass: 100.1 u. The total charge is +1. The largest force on an atom is 1.7 eV Å⁻¹. The value obtained for the HOMO energy is -15.1694 eV.

***

# 5
# C2H14NO3

A cluster of 4 separate species, C2H14NO3 in total in a non-equilibrium geometry (ωB97M-V/def2-TZVPD, the Open Molecules 2025 dataset).

Positions of all 20 atoms, in Å:
1 H 0.416 0.818 -1.162
2 H -1.402 -5.801 -1.015
3 H -0.910 2.701 0.507
4 O 0.618 1.998 2.861
5 H 0.392 1.272 3.462
6 C -1.260 0.148 0.037
7 H 0.749 2.711 3.500
8 H -0.455 -6.760 -1.680
9 H 0.433 3.024 -0.670
10 N -0.496 1.131 -0.798
11 H -1.121 -0.817 -0.453
12 C -0.018 2.318 0.027
13 H -1.054 1.467 -1.580
14 H 0.764 2.020 0.699
15 O 2.158 -0.018 -1.155
16 H -0.668 0.122 0.948
17 H 2.124 -0.950 -0.905
18 O -0.991 -5.979 -1.868
19 H -2.322 0.328 0.135
20 H 3.044 0.269 -0.890

For the HOMO-LUMO gap, the calculation gives 0.391 hartree. The calculation puts the LUMO energy at -0.10932 hartree. As for the molar mass: 100.1 u. The total charge is +1. The largest force on an atom is 2.2 eV Å⁻¹. The value obtained for the HOMO energy is -13.6076 eV.

***

# 6
# C2H14NO3

A cluster of 4 separate species, C2H14NO3 in total in a non-equilibrium geometry (ωB97M-V/def2-TZVPD, the Open Molecules 2025 dataset).

Positions of all 20 atoms, in Å:
1 H -1.871 -0.518 -1.041
2 H -0.469 2.918 -0.213
3 H 0.465 -1.708 0.288
4 O 2.095 -0.098 -1.096
5 H 0.714 -0.754 4.051
6 O 0.237 0.041 3.665
7 H 2.788 -0.720 -0.949
8 H 0.502 -0.471 -2.584
9 H -0.665 0.522 -0.843
10 C -0.411 -1.027 0.370
11 N -0.825 -0.482 -1.025
12 H -0.086 -0.149 0.882
13 C -0.409 -0.930 -2.270
14 H 0.690 0.846 4.017
15 H -1.240 -0.768 -3.087
16 H -1.203 -1.658 0.698
17 H -0.204 -2.015 -2.541
18 H 2.598 0.682 -1.462
19 O -1.041 2.140 -0.001
20 H -1.644 2.244 0.809

For the HOMO-LUMO gap, the calculation gives 0.422 hartree. The calculation puts the LUMO energy at -0.10903 hartree. As for the molar mass: 100.1 u. The total charge is +1. The largest force on an atom is 6.5 eV Å⁻¹. The value obtained for the HOMO energy is -14.4560 eV.

***

Question: Which value of total charge does entry 6 give?
Answer: +1

***

Question: Look up the molar mass of the first one.
Answer: 150.7 u

***

Question: Which formula does entry 2 have?
Answer: C2H14BeF6NO11S2

***

Please write out number 5 again, unchanged.
# C2H14NO3

A cluster of 4 separate species, C2H14NO3 in total in a non-equilibrium geometry (ωB97M-V/def2-TZVPD, the Open Molecules 2025 dataset).

Positions of all 20 atoms, in Å:
1 H 0.416 0.818 -1.162
2 H -1.402 -5.801 -1.015
3 H -0.910 2.701 0.507
4 O 0.618 1.998 2.861
5 H 0.392 1.272 3.462
6 C -1.260 0.148 0.037
7 H 0.749 2.711 3.500
8 H -0.455 -6.760 -1.680
9 H 0.433 3.024 -0.670
10 N -0.496 1.131 -0.798
11 H -1.121 -0.817 -0.453
12 C -0.018 2.318 0.027
13 H -1.054 1.467 -1.580
14 H 0.764 2.020 0.699
15 O 2.158 -0.018 -1.155
16 H -0.668 0.122 0.948
17 H 2.124 -0.950 -0.905
18 O -0.991 -5.979 -1.868
19 H -2.322 0.328 0.135
20 H 3.044 0.269 -0.890

For the HOMO-LUMO gap, the calculation gives 0.391 hartree. The calculation puts the LUMO energy at -0.10932 hartree. As for the molar mass: 100.1 u. The total charge is +1. The largest force on an atom is 2.2 eV Å⁻¹. The value obtained for the HOMO energy is -13.6076 eV.